Entry 1:
C18H14BrN4O2PdSbSe4 | the ωB97M-V functional and the def2-TZVPD basis

Last column: Löwdin spin population.
Element x y z (Å)
Pd 0.22935 1.07904 -0.33456  1.177
O -3.82581 0.38176 0.38687  0.007
C -2.69266 0.51361 -0.01951  0.011
N -1.70183 1.32435 0.45084  0.134
C -1.95077 2.40590 1.26116  0.008
O -2.98882 2.71361 1.79874  0.013
C -0.73703 3.30450 1.37306  0.016
C -0.45880 3.95577 2.55983  0.002
C 0.70464 4.69807 2.64956  0.004
C 1.52048 4.80435 1.53359  0.007
C 1.15899 4.13465 0.38357  0.017
N 0.05399 3.38868 0.29417  0.090
C -2.26009 -0.30022 -1.24062  0.004
C -3.00134 -1.41870 -1.58811  0.001
C -2.62118 -2.15243 -2.69704  0.000
C -1.52801 -1.72628 -3.43884  0.002
C -0.85963 -0.58465 -3.03567  0.004
N -1.20559 0.11367 -1.95398  0.046
H -1.13432 3.83230 3.39428  0.001
H 0.99240 5.16063 3.58406  0.001
H 2.44150 5.36653 1.56397  0.003
H 1.78323 4.16636 -0.50067  0.000
H -3.85356 -1.67738 -0.97513  0.000
H -3.17153 -3.03924 -2.98487  0.000
H -1.19990 -2.26638 -4.31643  0.000
H -0.01494 -0.20672 -3.59942  0.000
C -0.24418 -5.08962 -0.41552  0.000
C 0.48980 -3.80897 -0.70353  0.002
C 1.51572 -3.73350 -1.63557  0.000
C 2.13646 -2.52257 -1.89807  0.001
C 1.66553 -1.42622 -1.20577  0.005
Br 2.35264 0.31743 -1.62288  0.045
N 0.70781 -1.45477 -0.30099  0.042
C 0.14206 -2.63413 -0.04828  0.004
H 0.24394 -5.93757 -0.89265  0.000
H -1.26848 -5.03156 -0.78837  0.000
H -0.30036 -5.27851 0.65665  0.000
H 1.83326 -4.62306 -2.16680  0.000
H 2.94506 -2.43084 -2.60801  0.001
H -0.62312 -2.62887 0.72101  0.000
Se 4.37506 3.52744 3.39773  0.327
Sb 2.88151 1.66710 3.56288  0.053
Se 1.52521 0.90332 1.60282  0.244
Se 4.38175 -0.18752 4.26413  0.908
Se 1.56157 2.40064 5.53237  0.818

2S+1: 5
HOMO-LUMO gap (alpha / beta) (eV): 7.238 / 5.343
Energy relative to the best compared isomer or geometry (same formula, charge and spin) (kcal/mol): 47.4
⟨S²⟩: 6.035
Total energy (a.u.): -13611.664090

Entry 2:
C18H14N4O5S | the ωB97M-V functional and the def2-TZVPD basis

Last column: natural (NBO) charge in e.
Element x y z (Å)
O 2.97434 0.19985 -0.35451  -0.580
C 1.86230 0.51997 -0.00183  0.653
N 1.48729 0.73832 1.29753  -0.591
C 2.24834 0.62385 2.45380  0.166
C 1.63200 0.95183 3.66705  -0.238
C 2.32700 0.85797 4.85075  -0.162
C 3.65194 0.43254 4.83167  -0.014
N 4.38135 0.33432 6.06551  0.530
O 5.53407 -0.04024 6.01157  -0.379
O 3.80026 0.63235 7.08873  -0.382
C 4.27446 0.10257 3.63279  -0.169
C 3.57820 0.19644 2.44691  -0.200
C 0.75492 0.74082 -0.98441  -0.068
C 1.09682 1.18026 -2.26262  -0.164
C 0.12178 1.41641 -3.21564  -0.201
C -1.21351 1.20052 -2.90878  -0.162
C -1.54140 0.72874 -1.65296  -0.337
S -3.23972 0.34773 -1.22626  2.327
O -4.12286 1.18324 -1.97290  -0.919
O -3.34761 0.29156 0.19951  -0.933
N -3.39725 -1.24098 -1.73716  -0.844
C -3.21453 -1.64719 -3.05358  0.100
C -3.65806 -0.86489 -4.11813  -0.223
C -3.45386 -1.32389 -5.40744  -0.232
C -2.81845 -2.54376 -5.59046  0.014
N -2.41095 -3.29727 -4.58372  -0.390
C -2.60221 -2.86647 -3.35423  0.001
C -0.58220 0.49338 -0.68996  -0.211
H 0.54008 1.06036 1.44771  0.406
H 0.60288 1.28055 3.67245  0.215
H 1.86646 1.10754 5.79414  0.253
H 5.30252 -0.22502 3.64746  0.251
H 4.05265 -0.05520 1.51370  0.255
H 2.14093 1.33915 -2.48635  0.243
H 0.39949 1.77086 -4.19591  0.228
H -1.99749 1.39734 -3.62142  0.241
H -3.10200 -1.89832 -1.03228  0.419
H -4.15969 0.06880 -3.91988  0.249
H -3.78874 -0.74528 -6.25412  0.223
H -2.63060 -2.94172 -6.57777  0.196
H -2.25952 -3.52174 -2.56265  0.188
H -0.91448 0.10810 0.26261  0.240

SMILES string: O=C(Nc1ccc([N+](=O)[O-])cc1)c1cccc(S(=O)(=O)Nc2cccnc2)c1
2S+1: 1
HOMO-LUMO gap (eV): 8.674
Energy relative to the best compared isomer or geometry (same formula, charge and spin) (kcal/mol): 0.0
Total energy (a.u.): -1687.671501

Entry 3:
C18H15AsNO10S2Sc | the ωB97M-V functional and the def2-TZVPD basis

Last column: natural (NBO) charge in e.
Element x y z (Å)
Sc -0.82607 1.22104 -0.09808  1.670
O -1.72362 -3.04000 -1.22043  -1.055
As -0.44029 -1.84151 -1.32232  2.447
O 0.99729 -2.57967 -1.09205  -1.133
O -1.03120 -0.76757 -0.10118  -1.154
C -0.61315 -1.50792 -3.24886  -0.379
C -0.70298 -2.66185 -4.01303  -0.186
C -0.68422 -2.57245 -5.40145  -0.220
C -0.57203 -1.34333 -6.03460  -0.227
C -0.48096 -0.17834 -5.28283  -0.216
C -0.50043 -0.27132 -3.90274  -0.241
S -0.52981 1.16664 -2.90047  2.402
O -1.83054 1.04941 -2.21822  -0.954
O -0.28729 2.32630 -3.69755  -0.944
O 0.49569 0.86622 -1.85217  -0.980
H -2.31603 -2.72354 -0.52914  0.497
H -0.78508 -3.62299 -3.52524  0.234
H -0.75065 -3.47758 -5.99446  0.199
H -0.56227 -1.29157 -7.11713  0.198
H -0.40103 0.79647 -5.74490  0.233
N -1.28993 0.65854 3.28438  -0.817
C -0.51820 -0.48306 3.17259  0.201
C -1.08110 -1.73087 3.45580  -0.274
C -0.29479 -2.86704 3.54590  -0.208
C 1.08032 -2.77865 3.36873  -0.296
C 1.63155 -1.54373 3.04299  -0.119
C 0.86140 -0.39477 2.90551  -0.099
C 1.49296 0.87488 2.40742  -0.077
C 2.62276 1.33325 3.09073  -0.227
C 3.36119 2.41046 2.61515  -0.256
C 2.96347 3.02033 1.43114  -0.260
C 1.82896 2.55672 0.77254  -0.147
C 1.04859 1.48623 1.22598  -0.446
H -2.25414 0.58306 2.99159  0.389
H -0.89468 1.53853 2.98009  0.426
H -2.15363 -1.79247 3.61011  0.191
H -0.76035 -3.82392 3.75791  0.188
H 1.70775 -3.65764 3.44414  0.191
H 2.69371 -1.46626 2.83568  0.196
H 2.91392 0.84272 4.01577  0.188
H 4.22899 2.76504 3.16129  0.182
H 3.52740 3.85552 1.02731  0.184
H 1.54508 3.06562 -0.14511  0.199
O -1.51449 3.51326 1.96858  -1.011
S -2.17796 3.27482 0.69780  2.556
O -3.24102 4.19195 0.38825  -0.995
O -1.12516 3.22151 -0.42054  -1.021
O -2.65789 1.79950 0.66514  -1.030

Charge: -2
2S+1: 1
HOMO-LUMO gap (eV): 6.813
Energy relative to the best compared isomer or geometry (same formula, charge and spin) (kcal/mol): 27.1
Total energy (a.u.): -5295.265730

Entry 4:
C18H15AuBrN4O5S | the ωB97M-V functional and the def2-TZVPD basis

Last column: Löwdin spin population.
Element x y z (Å)
Au -0.23956 -0.12805 0.18239  0.531
O -1.05443 1.75591 -0.58609  0.130
N -1.21587 1.78483 -1.87884  0.004
C -2.15364 2.62151 -2.36827  0.006
C -2.32641 2.78840 -3.71507  0.000
C -1.51072 2.08400 -4.60163  0.003
C -0.58918 1.19556 -4.08715  0.006
C -0.46345 1.01624 -2.71263  0.020
S 0.59115 -0.18765 -2.06549  0.125
H -2.72243 3.13658 -1.60998  0.001
H -3.08424 3.46640 -4.06814  0.000
H -1.60356 2.22238 -5.66557  0.000
H 0.05689 0.61815 -4.72518  0.002
Br 2.20168 1.81640 1.44025  -0.001
C 1.11003 0.98187 2.74526  0.002
C 1.47502 0.91496 4.06038  0.001
C 0.59846 0.26173 4.95181  0.000
C -0.59142 -0.25563 4.47415  0.001
C -0.88272 -0.14874 3.12444  0.000
N -0.02765 0.47635 2.28078  0.016
C -2.08166 -0.75279 2.48027  0.001
O -2.97416 -1.25213 3.15687  -0.001
O -2.10598 -0.74007 1.20102  0.021
H 2.40660 1.33559 4.39582  0.000
H 0.86334 0.17691 5.99210  0.000
H -1.30631 -0.75857 5.10664  0.000
O -2.18284 -5.16954 6.27775  0.000
C -1.24640 -5.66262 5.37250  0.000
N -0.45616 -4.61580 4.76187  0.000
C -0.60876 -4.27611 3.45373  0.000
O -1.41529 -4.81589 2.72718  0.000
C 0.35489 -3.25713 2.93281  0.002
C 1.59113 -2.95569 3.52225  0.005
C 2.47815 -2.14723 2.81014  0.003
C 2.09357 -1.61080 1.60639  0.013
N 0.85545 -1.80418 1.09985  0.096
C 0.04167 -2.65917 1.72681  0.010
H -2.85213 -4.66311 5.79952  0.000
H -1.71013 -6.22244 4.55010  0.000
H -0.58271 -6.32075 5.94573  0.000
H 0.06398 -4.02361 5.38861  0.000
H 1.87817 -3.36871 4.47652  0.000
H 3.46890 -1.95249 3.19253  0.001
H 2.76799 -1.02833 0.99862  0.001
H -0.90410 -2.86918 1.24862  0.001

2S+1: 2
HOMO-LUMO gap (alpha / beta) (eV): 6.900 / 6.655
Energy relative to the best compared isomer or geometry (same formula, charge and spin) (kcal/mol): 29.7
⟨S²⟩: 0.755
Total energy (a.u.): -4397.986191

Entry 5:
C18H15BCrN3O2S3Te | the ωB97M-V functional and the def2-TZVPD basis

Last column: Löwdin spin population.
Element x y z (Å)
Cr 0.25501 -0.81906 0.41232  3.037
C 4.96585 -1.22378 2.84727  -0.001
S 4.04823 0.32770 3.01136  0.002
C 2.65176 0.05349 1.98342  0.012
S 2.33904 -1.50010 1.22980  -0.015
N 1.88382 1.07028 1.82191  -0.005
N 0.77022 0.83081 1.07214  -0.040
C -0.04680 1.94894 0.85598  0.008
C -1.34043 1.51523 0.28369  0.018
C -2.47241 2.31969 0.22786  -0.002
C -3.61982 1.82662 -0.35613  0.016
C -3.59627 0.54387 -0.90291  -0.001
C -2.44425 -0.19578 -0.81000  0.016
N -1.33343 0.25068 -0.19447  0.008
H 5.81153 -1.13356 3.52532  0.000
H 5.31075 -1.35229 1.82461  0.000
H 4.33893 -2.06092 3.14097  0.000
H -0.10268 2.64532 1.69157  0.000
H -2.43063 3.32422 0.62724  0.000
H -4.51895 2.42562 -0.40154  0.001
H -4.47316 0.12864 -1.37847  0.000
H -2.38159 -1.19264 -1.22906  0.000
Te 0.80949 3.24530 -0.80445  -0.010
C -0.06396 5.04287 -0.15068  0.000
C -1.05882 5.78180 -0.72560  -0.001
C -1.30567 7.00100 -0.04207  0.000
C -0.49404 7.16729 1.03762  -0.001
S 0.59879 5.86170 1.21582  0.000
H -1.60948 5.45652 -1.59730  0.000
H -2.05242 7.72136 -0.34442  0.000
H -0.47488 7.98988 1.73530  0.000
O -0.21376 -2.89402 -0.21865  0.031
B -0.68148 -2.47324 1.07176  -0.058
O -1.12818 -3.57320 1.76201  -0.014
C -0.86730 -4.67391 0.97670  -0.003
C -1.10210 -6.00068 1.25454  0.000
C -0.70007 -6.92263 0.29201  0.004
C -0.09312 -6.51867 -0.89103  0.001
C 0.12393 -5.17302 -1.17438  0.003
C -0.28228 -4.26782 -0.22068  -0.005
H -1.57023 -6.29598 2.18340  0.000
H -0.86259 -7.97770 0.46750  0.000
H 0.22243 -7.26404 -1.60856  0.000
H 0.59404 -4.84850 -2.09274  0.000

2S+1: 4
HOMO-LUMO gap (alpha / beta) (eV): 6.500 / 6.633
Energy relative to the best compared isomer or geometry (same formula, charge and spin) (kcal/mol): 18.7
⟨S²⟩: 3.858
Total energy (a.u.): -3541.591739

Entry 6:
C18H15Cl5N2NiO2S | the ωB97M-V functional and the def2-TZVPD basis

Last column: natural (NBO) charge in e.
Element x y z (Å)
Ni -1.13339 -1.41498 -0.22744  1.120
C 4.29451 -1.30818 1.12666  -0.619
C 3.96761 -0.81058 -0.27984  -0.220
N 3.09961 0.35082 -0.29044  -0.387
C 3.68791 1.67952 -0.27474  -0.212
C 3.69931 2.29052 1.12436  -0.618
C 1.76791 0.23122 -0.22944  0.372
S 1.14781 -1.38788 -0.12364  -0.240
N 1.07731 1.36112 -0.24104  -0.663
C -0.24269 1.47042 -0.24354  0.673
O -1.08379 0.53492 -0.23644  -0.741
C -0.78169 2.84982 -0.25684  -0.072
C 0.02631 3.98332 -0.28144  -0.183
C -0.56119 5.23672 -0.28804  -0.219
C -1.94259 5.36472 -0.27014  -0.183
C -2.74919 4.23802 -0.24674  -0.216
C -2.16829 2.98732 -0.24124  -0.185
H 4.90261 -2.20558 1.06136  0.219
H 3.37841 -1.55308 1.65616  0.225
H 4.84721 -0.56098 1.68846  0.203
H 3.45911 -1.61178 -0.82254  0.231
H 4.88481 -0.55188 -0.81414  0.204
H 3.09141 2.31102 -0.93814  0.227
H 4.70471 1.60432 -0.66454  0.201
H 2.68121 2.38472 1.48986  0.225
H 4.15491 3.27632 1.09756  0.214
H 4.26291 1.66912 1.81366  0.205
H 1.09811 3.87432 -0.29254  0.229
H 0.06121 6.11952 -0.30604  0.216
H -2.39259 6.34612 -0.27524  0.215
H -3.82569 4.32942 -0.23114  0.217
H -2.77099 2.09282 -0.22164  0.230
Cl -6.48539 -5.96148 -0.22984  0.053
C -4.95209 -5.20288 -0.22834  -0.144
C -4.86119 -3.80978 -0.22794  -0.047
Cl -6.28469 -2.85468 -0.22904  0.055
C -3.61919 -3.20758 -0.22804  -0.214
Cl -3.43519 -1.50128 -0.22864  0.078
C -2.40329 -3.94928 -0.23254  0.429
O -1.26909 -3.38198 -0.23934  -0.773
C -2.53939 -5.36668 -0.23074  -0.174
Cl -1.10489 -6.29528 -0.22934  0.057
C -3.78309 -5.97098 -0.22844  -0.051
Cl -3.90529 -7.67938 -0.22894  0.065

2S+1: 1
HOMO-LUMO gap (alpha / beta) (eV): 7.230 / 7.229
Total energy (a.u.): -5162.417628